A structure of composition C38H37FeN8O4P2Te in a non-equilibrium geometry. Source: OMol25; level of theory: the ωB97M-V functional and the def2-TZVPD basis.

Summary:
total charge	+1
largest force on an atom	5.078	eV Å⁻¹
2S+1	5
⟨S²⟩	6.025
LUMO energy (spin up / spin down)	-0.127 / -0.126	hartree
ΔE to the lowest compared entry with this formula, charge and spin	0.0	kcal per mole
orbital gap (spin up / spin down)	5.1644 / 5.2375	eV

CARTESIAN COORDINATES (ANGSTROEM)
Fe1 1.30045 -1.72555 -0.41292
Te1 -2.02132 0.74924 -2.40877
C1 -2.46431 2.82061 -2.04056
C2 -2.01994 3.83358 -2.90318
C3 -2.45959 5.12877 -2.71474
N1 -3.22405 5.46018 -1.66080
C4 -3.68577 4.48694 -0.86178
C5 -3.36820 3.14321 -1.00799
C6 -0.34944 0.46764 -1.15375
P1 -0.44568 -0.04856 0.53595
C7 -2.03534 -0.77805 0.80536
C8 -2.60251 -1.56580 -0.23486
C9 -3.94115 -1.90482 -0.21789
C10 -4.69639 -1.58406 0.90833
C11 -4.12751 -0.93246 1.99040
C12 -2.77187 -0.61256 1.97255
C13 -0.24677 1.20192 1.80247
C14 0.52275 0.91709 2.94178
C15 0.35777 1.64938 4.12250
C16 -0.48593 2.76149 4.14799
C17 -1.20308 3.10709 3.00197
C18 -1.04782 2.36561 1.81708
P2 1.25216 0.82910 -1.81432
C19 1.15555 1.20138 -3.54761
C20 0.42459 0.42008 -4.46139
C21 0.06142 1.02372 -5.66885
C22 0.52941 2.29688 -6.04539
C23 1.39348 2.99310 -5.18961
C24 1.67614 2.44889 -3.93960
C25 1.93646 2.18212 -0.90035
C26 3.23410 2.19967 -0.33149
C27 3.71784 3.38718 0.19977
C28 2.92620 4.51488 0.19202
C29 1.56037 4.46084 -0.18997
C30 1.07880 3.27885 -0.75159
H1 -1.40593 3.58131 -3.76047
H2 -2.22989 5.94412 -3.41429
H3 -4.37803 4.84418 -0.10306
H4 -3.71174 2.42162 -0.28270
H5 -1.99160 -1.86413 -1.08776
H6 -4.37800 -2.43594 -1.05593
H7 -5.73055 -1.88955 0.95213
H8 -4.72338 -0.73460 2.88435
H9 -2.29912 -0.16444 2.82040
H10 1.24185 0.10353 2.87846
H11 0.90325 1.31395 5.00479
H12 -0.65730 3.33341 5.04443
H13 -1.83465 3.99190 3.04639
H14 -1.49876 2.67474 0.87180
H15 0.21202 -0.65010 -4.30145
H16 -0.67208 0.56969 -6.29779
H17 0.27767 2.66588 -7.01580
H18 1.86553 3.92304 -5.46890
H19 2.37707 2.93882 -3.28972
H20 3.84587 1.30577 -0.42887
H21 4.70942 3.41532 0.63305
H22 3.32420 5.42725 0.58541
H23 0.90766 5.32099 -0.06141
H24 0.07032 3.18963 -1.16643
N2 2.98211 -1.82944 0.77675
N3 4.00999 -1.52569 -0.14140
C31 3.86465 -1.94154 -1.40808
N4 4.83655 -2.19289 -2.26139
N5 2.52373 -2.03267 -1.75059
N6 2.17079 -2.43983 -2.97984
O1 0.98706 -2.64904 -3.15729
O2 2.94447 -2.50477 -3.95502
H25 3.02992 -1.06965 1.46334
H26 3.12409 -2.74609 1.18399
H27 4.88799 -1.52986 0.38241
H28 5.65322 -2.65541 -1.90369
H29 4.60057 -2.55400 -3.22640
O3 -0.77942 -2.44356 6.10871
C32 -0.68061 -3.82979 5.85932
N7 -0.30218 -3.93879 4.47512
C33 -0.81399 -4.89070 3.61508
O4 -1.43487 -5.84567 4.04937
C34 -0.50287 -4.66256 2.13892
C35 -0.99432 -5.61166 1.27253
C36 -0.76555 -5.47699 -0.10666
C37 0.00560 -4.39329 -0.50617
N8 0.46664 -3.41324 0.32075
C38 0.17698 -3.52738 1.64649
H30 -0.91163 -2.29253 7.06651
H31 -1.59749 -4.40777 6.02388
H32 0.14555 -4.31328 6.45789
H33 0.09732 -3.09392 4.05878
H34 -1.55343 -6.44372 1.66598
H35 -1.11263 -6.14718 -0.87275
H36 0.23517 -4.26847 -1.57509
H37 0.55195 -2.73262 2.31121